Arrangement P

This record from the OMol25 dataset describes one molecule with the formula C2H3NS2. The level of theory is ωB97M-V/def2-TZVPD.

**Gap between HOMO and LUMO**: 7.5804 eV
**HOMO level**: -8.724 eV
**SMILES string**: S=CNC=S

Last column: Löwdin charge in e.
Positions of all 8 atoms, in Å:
S 2.444 -0.277 -0.042  0.6043
C 0.816 -0.080 0.166  -0.7934
N 0.035 0.909 -0.108  -0.1205
C -1.295 0.805 0.139  -0.6564
S -2.213 -0.559 -0.055  0.6669
H 0.228 -1.063 0.509  0.0780
H 0.280 1.911 -0.095  0.1663
H -1.566 1.817 0.074  0.0548

---

Arrangement Q

This record from the OMol25 dataset describes a 2-piece molecular cluster, C2H3NS2 overall. The level of theory is ωB97M-V/def2-TZVPD.

**Gap between HOMO and LUMO**: 8.5256 eV
**HOMO level**: -8.772 eV
**SMILES string**: N=C=S.C=S

Last column: Löwdin charge in e.
Positions of all 8 atoms, in Å:
N 0.832 1.336 0.451  0.1075
C 1.730 0.629 -0.014  -0.9370
S 2.769 -0.400 -0.378  0.7688
H 0.583 2.304 0.381  0.0770
C -1.481 -1.040 -0.093  -0.6715
S -2.584 0.052 0.170  0.6144
H -1.287 -1.609 -1.058  0.0256
H -0.562 -1.271 0.542  0.0152

---

Arrangement R

This record from the OMol25 dataset describes one molecule with the formula C2H3NS2. The level of theory is ωB97M-V/def2-TZVPD.

**Gap between HOMO and LUMO (spin up / spin down)**: 7.5637 / 6.7536 eV
**HOMO level (spin up / spin down)**: -8.741 / -8.377 eV

Last column: Löwdin charge in e.
Positions of all 8 atoms, in Å:
C -0.386 0.418 -0.916  -0.5705
C -0.071 -0.936 1.530  -0.4196
N 0.008 1.149 -1.868  -0.5734
S 0.771 -0.118 0.374  0.8158
S 1.521 1.534 -2.326  0.6013
H -1.508 0.496 -0.739  0.1102
H -0.332 -1.964 1.350  0.0037
H -0.003 -0.580 2.595  0.0324

---

Which structure loses on stability? arrangement R does.